No. 1
Here is a structure of composition C21H12Cl5IrN4OS2 from the OMol25 dataset. Energies are from wB97M-V/def2-TZVPD.

Geometry as XYZ:
```
46
C21H12Cl5IrN4OS2 wB97M-V/def2-TZVPD
Ir 1.8763 1.1811 -0.8047
N 1.3708 5.6980 -1.4053
C 1.4665 4.4013 -0.9442
S 2.9726 3.7120 -0.6239
N 0.2851 3.8164 -0.7261
N 0.3399 2.5553 -0.3404
C -0.8595 2.1852 0.3139
C -0.9914 1.0886 1.1332
C -2.2686 0.8120 1.7241
C -2.4947 -0.2914 2.5002
C -1.4464 -1.1957 2.7420
C -0.1895 -0.9559 2.2122
C 0.0949 0.1757 1.4359
O 1.3239 0.3660 1.0295
H 2.1641 6.0074 -1.9423
H 0.4761 5.9069 -1.8233
H -1.6820 2.8737 0.1603
H -3.0731 1.5120 1.5234
H -3.4777 -0.4705 2.9190
H -1.6187 -2.0787 3.3458
H 0.6330 -1.6370 2.3946
Cl 5.3432 1.5390 -0.7481
C 4.7222 -0.0764 -0.6980
C 3.3445 -0.2997 -0.7910
C 2.9691 -1.6460 -0.7704
Cl 1.2916 -2.0428 -0.9351
C 3.8701 -2.6991 -0.6451
Cl 3.3266 -4.3393 -0.6260
C 5.2281 -2.4281 -0.5376
Cl 6.3668 -3.7161 -0.3772
C 5.6553 -1.1068 -0.5688
Cl 7.3452 -0.7677 -0.4445
N -0.7921 0.0344 -2.0972
C -1.6859 -0.4845 -1.5948
C -2.7896 -1.0936 -0.9093
C -4.0170 -0.4348 -0.8557
C -5.0714 -1.0103 -0.1708
C -4.9014 -2.2331 0.4668
C -3.6767 -2.8824 0.4179
C -2.6161 -2.3179 -0.2711
H -4.1235 0.5271 -1.3389
H -6.0241 -0.4992 -0.1213
H -5.7256 -2.6767 1.0110
H -3.5416 -3.8278 0.9264
H -1.6508 -2.8049 -0.3020
S 2.2519 1.6245 -2.8431
```

As for the spin multiplicity: 6. Its lowest unoccupied orbital energy (alpha / beta) is 2.53 / 1.11 eV. As for the calculated total energy: -117100.823 eV. As for the net charge: -1. Its energy above the lowest of the compared OMol25 structures with the same formula, charge and spin is 1.5 kcal per mole. Its HOMO-LUMO gap (alpha / beta) is 5.267 / 6.295 eV. The expectation value of S² is 8.80.

***

No. 2
Here is a structure of composition C21H12MgN5O2S2 from the OMol25 dataset. Energies are from wB97M-V/def2-TZVPD.

Geometry as XYZ:
```
43
C21H12MgN5O2S2 wB97M-V/def2-TZVPD
Mg -1.3797 0.1741 -0.7615
O 2.3323 0.3689 1.7228
C 2.5650 -0.9607 1.6552
C 3.8272 -1.4627 1.9852
C 4.0933 -2.8164 1.9204
C 3.1031 -3.7025 1.5151
C 1.8602 -3.2064 1.1663
C 1.5584 -1.8434 1.2245
C 0.2181 -1.3840 0.7564
O -0.0848 -0.1628 0.7411
N -0.6316 -2.3805 0.3685
N -1.7248 -1.7974 -0.1364
C -2.8349 -2.4011 -0.3195
C -3.9421 -1.5351 -0.7561
C -5.2587 -1.9752 -0.8031
C -6.2577 -1.0683 -1.1116
C -5.9273 0.2535 -1.3706
C -4.5893 0.6113 -1.3281
N -3.6225 -0.2564 -1.0349
H 3.1574 0.8217 1.9212
H 4.6027 -0.7651 2.2857
H 5.0821 -3.1792 2.1788
H 3.3064 -4.7641 1.4568
H 1.0771 -3.8702 0.8255
H -2.9926 -3.4484 -0.0851
H -5.4862 -3.0116 -0.5867
H -7.2923 -1.3871 -1.1428
H -6.6829 0.9910 -1.6069
H -4.2606 1.6207 -1.5533
S 0.3664 0.3813 -2.4977
C 0.9457 1.7749 -1.6032
C 2.3297 1.9385 -1.4707
C 2.8992 2.9640 -0.7351
C 4.3297 3.0186 -0.5707
N 5.4699 3.0414 -0.4126
C 2.0647 3.8935 -0.0984
C 0.6887 3.7515 -0.2166
C 0.0924 2.7158 -0.9468
S -1.6650 2.5930 -0.9429
C 2.6081 4.9674 0.6934
N 3.0340 5.8249 1.3328
H 2.9767 1.2147 -1.9473
H 0.0443 4.4580 0.2886
```

Its lowest unoccupied orbital energy is 1.78 eV. As for the calculated total energy: -60637.917 eV. As for the net charge: -1. Its energy above the lowest of the compared OMol25 structures with the same formula, charge and spin is 8.2 kcal per mole. Its HOMO-LUMO gap is 6.081 eV.

***

No. 3
Here is an isolated molecule of C21H12N2O3 from the OMol25 dataset. Energies are from wB97M-V/def2-TZVPD.

Geometry as XYZ:
```
38
C21H12N2O3 wB97M-V/def2-TZVPD
O 3.1630 2.3420 -1.7374
O 1.4662 -0.0817 1.7014
N 1.2279 1.3957 -1.9832
O -0.7789 0.3768 -2.5252
C 2.2781 1.7201 -1.1398
C 1.3865 0.4326 0.5919
C 0.2342 0.6699 -1.5764
C 0.2263 0.1643 -0.2238
C -0.7942 -0.6603 0.1254
C 5.6739 2.8041 2.3608
C 4.6521 3.6639 1.9431
C 5.5811 1.4403 2.0935
C 3.5424 3.1783 1.2438
C 4.4457 0.9684 1.4112
C -5.3082 -3.2161 0.2553
C -2.8002 -0.8028 -3.0485
C -4.3443 -3.0193 1.2407
C -1.8280 -0.4562 -2.1429
C 3.3987 1.8150 0.9990
C -5.1732 -2.6926 -1.0124
C -3.9413 -1.4886 -2.6957
C -3.1884 -2.2822 0.9039
C -1.8937 -0.9655 -0.8080
C -4.0849 -1.9225 -1.3629
C -3.0476 -1.7283 -0.4130
N 2.3462 1.3537 0.1592
H -0.7997 -1.0158 1.1286
H 6.5411 3.1648 2.8825
H 4.7104 4.7209 2.1484
H 6.3697 0.7702 2.3981
H 2.7876 3.8700 0.8205
H 4.3666 -0.1193 1.2174
H -6.2342 -3.7387 0.4532
H -2.6405 -0.4273 -4.0938
H -4.4906 -3.4980 2.1993
H -5.9533 -2.8794 -1.7481
H -4.6936 -1.7008 -3.4372
H -2.4030 -2.1557 1.6709
```

As for the SMILES: O=c1nc2oc3ccc4ccccc4c3cc-2c(=O)n1-c1ccccc1. Its lowest unoccupied orbital energy is -1.38 eV. As for the calculated total energy: -31094.423 eV. As for the net charge: 0. Its energy above the lowest of the compared OMol25 structures with the same formula, charge and spin is 2.8 kcal per mole. Its HOMO-LUMO gap is 7.116 eV.